DFT (ωB97M-V/def2-TZVPD) results for 3 unconnected molecules or ions with the total composition C27H53BBr2ClF3O15PS4 in a non-equilibrium geometry.

```
! RIJCOSX wB97M-V def2-TZVPD def2/J DEFGRID3
* xyz -1 1
C -1.033 -0.878 4.203
C -2.020 -1.787 3.324
C -1.423 -2.007 1.821
C -2.499 -1.801 0.657
C -2.412 -3.055 -0.375
P -2.457 -0.095 -0.225
Cl -1.739 1.054 1.452
B -0.744 -0.310 -1.118
O -0.804 -0.635 -2.553
C 0.729 -0.135 -0.473
C 1.764 0.277 -1.674
O -2.627 1.256 -1.336
C -3.873 2.000 -1.146
C -4.257 2.424 -2.656
O -4.270 3.889 -2.793
O -4.540 4.185 -4.102
S -3.245 3.597 -0.406
C -1.538 3.979 -0.990
C -0.585 4.257 0.274
O -1.099 4.207 1.409
O 0.785 4.610 0.209
C 1.396 4.255 -1.054
C 3.018 4.390 -1.007
C 3.723 3.322 -1.968
O 3.546 4.462 0.337
C 3.602 3.210 0.971
O 2.843 2.244 0.794
C 4.752 3.040 2.097
S 6.287 4.038 1.669
C -4.938 1.106 -0.286
C -5.528 1.759 1.076
Br -5.933 0.365 2.480
C -6.839 2.657 0.887
C -8.233 1.820 0.948
Br -6.765 3.921 -0.656
C -5.928 0.181 -1.168
F -6.479 -0.900 -0.438
F -5.254 -0.440 -2.266
F -7.018 0.873 -1.739
O -4.108 0.052 0.308
H -1.174 -1.099 5.329
H -1.283 0.230 4.077
H 0.070 -1.105 3.980
H -3.028 -1.268 3.221
H -2.195 -2.825 3.791
H -1.132 -3.127 1.799
H -0.448 -1.436 1.703
H -3.536 -1.911 1.152
H -3.222 -3.006 -1.183
H -2.676 -3.981 0.265
H -1.359 -3.214 -0.780
H -2.941 -0.869 -1.374
H -1.189 -1.537 -2.557
H 0.839 0.681 0.309
H 1.081 -1.171 -0.130
H 1.346 1.236 -2.134
H 1.817 -0.571 -2.445
H 2.836 0.413 -1.268
H -3.495 2.050 -3.435
H -5.278 2.069 -3.017
H -5.528 4.219 -4.214
H -1.604 4.986 -1.553
H -1.094 3.239 -1.729
H 0.982 4.834 -1.950
H 1.178 3.152 -1.242
H 3.224 5.422 -1.478
H 4.600 2.765 -1.511
H 4.149 3.888 -2.879
H 2.917 2.630 -2.406
H 5.051 1.957 2.250
H 4.320 3.461 3.068
H 6.308 5.149 2.523
H -4.752 2.426 1.603
H -6.889 3.337 1.817
H -9.061 2.314 0.340
H -8.554 1.721 2.042
H -8.100 0.766 0.545
O 3.781 -2.219 -4.884
S 2.882 -3.091 -4.177
O 2.974 -3.290 -2.755
O 2.874 -4.541 -4.904
C 4.113 -5.236 -5.040
C 4.603 -5.785 -3.711
C 1.219 -2.622 -4.549
H 4.866 -4.588 -5.500
H 3.940 -6.067 -5.726
H 4.838 -4.980 -3.012
H 5.507 -6.382 -3.846
H 3.832 -6.404 -3.244
H 1.111 -2.499 -5.626
H 1.026 -1.674 -4.042
H 0.541 -3.387 -4.171
O 2.494 -2.781 3.580
S 3.885 -3.125 3.658
O 4.329 -4.376 4.216
O 4.688 -1.919 4.384
C 4.278 -1.526 5.694
C 4.665 -2.557 6.741
C 4.608 -2.960 2.051
H 3.202 -1.328 5.715
H 4.783 -0.585 5.918
H 4.139 -3.500 6.582
H 4.417 -2.203 7.744
H 5.735 -2.771 6.691
H 4.315 -2.002 1.623
H 4.228 -3.778 1.438
H 5.691 -3.037 2.139
*
```

As for the total energy: -10055.73219 Ha. As for the HOMO energy: -4.81 eV.

---

DFT (ωB97M-V/def2-TZVPD) results for 2 unconnected molecules or ions with the total composition C4H13N2O2 in a non-equilibrium geometry.

```
! RIJCOSX wB97M-V def2-TZVPD def2/J DEFGRID3
* xyz -1 1
C -0.395 -0.367 0.452
N 0.179 0.934 -0.013
C -0.654 2.091 0.704
O -0.278 2.123 2.023
C -0.194 -1.517 -0.654
N 1.008 -1.447 -1.488
C 0.904 -0.654 -2.729
H 0.133 -0.695 1.359
H -1.456 -0.142 0.935
H 1.124 1.037 0.308
H -0.289 2.989 0.248
H -1.750 1.902 0.342
H -0.179 -2.442 -0.101
H -1.136 -1.561 -1.183
H 1.741 -1.189 -0.852
H 1.923 -0.603 -3.251
H 0.339 -1.305 -3.421
H 0.714 0.412 -2.536
H -0.318 0.740 2.756
H -1.102 -0.179 3.764
O -0.313 -0.126 3.338
*
```

As for the total energy: -420.14205 Ha. The calculation puts the energy above the lowest of the compared OMol25 structures with the same formula, charge and spin at 201.6 kJ/mol. As for the HOMO energy: -3.38 eV.

---

| no. | LUMO energy (eV) |
| --- | --- |
| 1 | 1.90 |
| 2 | 3.93 |